Formula: C6H14IN2O
Source: OMol25
Level of theory: ωB97M-V with the def2-TZVPD basis set

Cartesian coordinates (Å):
1 H -1.174 -0.211 2.081
2 H -0.287 2.344 0.932
3 H 0.353 -1.983 1.772
4 I -3.480 -0.155 -0.148
5 C -1.278 0.465 0.177
6 H -0.860 -2.347 0.491
7 O -1.188 2.670 -0.830
8 C -1.250 2.042 0.458
9 H 3.045 -1.679 -0.577
10 C 0.987 -1.258 -0.240
11 H 1.509 0.251 -1.716
12 C 0.895 0.191 -0.769
13 N -0.508 0.484 -1.093
14 H -0.867 1.457 -1.416
15 H 2.793 -0.536 0.753
16 H -0.742 -0.363 -1.825
17 H -2.092 2.798 -1.116
18 C -0.074 -1.662 0.894
19 H 0.723 -1.914 -1.168
20 N -0.651 -0.354 1.152
21 C 2.380 -1.444 0.232
22 H 1.270 0.949 0.007
23 H -2.049 2.535 0.946
24 H 2.544 -2.282 1.002

Summary:
Electronic energy = -19569.02054 eV
Energy above the lowest of the compared OMol25 structures with the same formula, charge and spin = 42.1 kcal per mole
LUMO = -3.839 eV
Max |F| = 5.485 eV Å⁻¹
HOMO level = -12.908 eV
Structure (SMILES) = C[C@H]1CN[C@@](I)(CO)[NH2+]C1
Kohn-Sham gap = 0.333 Ha
Charge = +1